[1]
This record from OMol25 describes a 2-piece molecular cluster, C10H16 overall. The level of theory is ωB97M-V with the def2-TZVPD basis set.

Each line ends with the natural charge from an NBO analysis.
CARTESIAN COORDINATES (ANGSTROEM)
C1 2.62 -1.69 -0.95  -0.616
C2 1.86 -1.31 0.23  -0.457
C3 0.53 -0.68 -0.26  0.026
C4 -0.77 -1.16 -0.09  -0.244
C5 -1.88 -0.52 -0.75  -0.192
C6 -1.71 0.53 -1.60  -0.236
C7 -0.44 1.14 -1.54  -0.181
C8 0.63 0.56 -0.90  -0.250
H1 3.32 -2.53 -0.72  0.212
H2 3.40 -0.78 -1.26  0.199
H3 2.24 -2.13 -1.99  0.239
H4 1.68 -2.28 0.73  0.211
H5 2.33 -0.66 0.98  0.228
H6 -1.06 -2.13 0.26  0.215
H7 -2.86 -0.99 -0.65  0.208
H8 -2.41 0.95 -2.28  0.218
H9 -0.36 2.13 -2.04  0.210
H10 1.50 1.13 -0.53  0.211
C9 -0.52 0.79 2.72  -0.601
C10 -0.90 2.08 2.02  -0.611
H11 0.34 1.00 3.15  0.190
H12 -1.26 0.66 3.49  0.199
H13 -0.41 -0.14 2.14  0.211
H14 -0.78 2.85 2.73  0.203
H15 -1.96 1.92 1.58  0.207
H16 -0.22 2.57 1.25  0.203

As for the energy above the lowest of the compared OMol25 structures with the same formula, charge and spin: 246.10 kJ/mol. The HOMO energy comes out at -9.0 eV. The calculation puts the HOMO-LUMO gap at 9.93 eV. Its molecular weight is 136.2 Da. The LUMO energy is 0.035 hartree. Its structure (SMILES) is CCc1ccccc1.CC.


[2]
This record from OMol25 describes a 2-piece molecular cluster, C3H5N3 overall. The level of theory is ωB97M-V with the def2-TZVPD basis set.

Each line ends with the natural charge from an NBO analysis.
CARTESIAN COORDINATES (ANGSTROEM)
C1 0.58 1.77 -0.20  0.220
C2 -1.15 -0.35 0.95  0.124
C3 0.24 0.50 -0.64  -0.132
N1 1.05 2.74 0.23  -0.312
N2 -0.99 -1.55 0.91  -0.638
N3 1.24 -0.38 -1.03  -0.795
H1 -1.80 0.30 1.45  0.158
H2 -0.61 0.45 -1.22  0.225
H3 -1.74 -2.01 1.49  0.348
H4 2.09 -0.29 -0.40  0.396
H5 1.08 -1.20 -1.56  0.406

As for the energy above the lowest of the compared OMol25 structures with the same formula, charge and spin: 372.82 kJ/mol. The HOMO energy (alpha / beta) comes out at -7.9 / -7.9 eV. The calculation puts the HOMO-LUMO gap (alpha / beta) at 8.59 / 8.59 eV. Its molecular weight is 83.1 Da. The LUMO energy (alpha / beta) is 0.026 / 0.025 hartree.


[3]
This record from OMol25 describes a 2-piece molecular cluster, C22H23INO4 overall. The level of theory is ωB97M-V with the def2-TZVPD basis set.

Each line ends with the natural charge from an NBO analysis.
CARTESIAN COORDINATES (ANGSTROEM)
C1 3.66 -2.76 -0.08  -0.749
C2 3.28 -1.78 1.04  0.733
O1 2.45 -2.15 1.85  -0.566
N1 3.88 -0.48 1.21  -0.513
C3 5.34 -0.74 1.31  -0.421
C4 3.72 0.37 0.00  -0.249
C5 2.34 0.28 -0.67  -0.409
C6 1.17 0.76 0.25  -0.410
C7 0.34 1.95 -0.34  -0.432
C8 -1.12 1.59 -0.56  0.061
C9 -1.70 1.88 -1.78  -0.249
C10 -3.03 1.59 -2.05  -0.070
I1 -3.73 2.08 -3.99  0.165
C11 -3.85 1.00 -1.09  -0.219
C12 -3.25 0.68 0.15  -0.034
C13 -1.93 0.98 0.40  -0.197
C14 -4.00 0.00 1.27  0.540
O2 -3.55 -0.13 2.39  -0.515
C15 -5.37 -0.58 0.96  -0.147
C16 -6.05 -1.42 1.82  -0.165
C17 -7.30 -1.93 1.53  -0.199
C18 -7.92 -1.56 0.34  -0.196
C19 -7.23 -0.72 -0.52  -0.200
C20 -5.96 -0.23 -0.25  -0.041
C21 -5.31 0.68 -1.28  0.541
O3 -6.02 1.12 -2.16  -0.524
H1 3.78 -3.78 0.32  0.235
H2 2.79 -2.81 -0.76  0.231
H3 4.52 -2.45 -0.69  0.231
H4 5.89 0.16 1.60  0.241
H5 5.54 -1.51 2.08  0.176
H6 5.76 -1.14 0.37  0.198
H7 3.84 1.41 0.33  0.211
H8 4.52 0.23 -0.76  0.259
H9 2.39 0.93 -1.56  0.209
H10 2.08 -0.72 -1.05  0.190
H11 1.59 1.05 1.23  0.230
H12 0.47 -0.09 0.36  0.206
H13 0.75 2.17 -1.34  0.209
H14 0.46 2.88 0.22  0.229
H15 -1.10 2.37 -2.55  0.230
H16 -1.47 0.75 1.37  0.250
H17 -5.60 -1.73 2.77  0.235
H18 -7.82 -2.61 2.20  0.217
H19 -8.91 -1.89 0.04  0.217
H20 -7.69 -0.40 -1.46  0.236
C22 7.84 1.33 -0.51  -0.181
O4 6.58 1.23 -0.95  -0.985
H21 8.08 0.81 0.46  0.053
H22 8.64 0.93 -1.18  0.069
H23 8.22 2.37 -0.30  0.071

As for the energy above the lowest of the compared OMol25 structures with the same formula, charge and spin: 157.79 kJ/mol. The HOMO energy comes out at -2.7 eV. The calculation puts the HOMO-LUMO gap at 3.24 eV. As for the total charge: -1. Its molecular weight is 492.3 Da. The LUMO energy is 0.020 hartree.


[4]
This record from OMol25 describes one molecule with the formula C6H10N2. The level of theory is ωB97M-V with the def2-TZVPD basis set.

Each line ends with the natural charge from an NBO analysis.
CARTESIAN COORDINATES (ANGSTROEM)
C1 -0.28 -0.95 1.25  -0.213
C2 -1.33 -0.80 0.42  -0.219
C3 -0.98 0.06 -0.76  -0.123
C4 -0.54 1.46 -0.26  -0.225
N1 0.54 1.28 0.74  -0.617
C5 0.93 -0.15 0.82  -0.118
C6 1.36 -0.55 -0.60  -0.228
N2 0.18 -0.48 -1.49  -0.613
H1 -0.26 -1.54 2.13  0.208
H2 -2.30 -1.27 0.54  0.213
H3 -1.80 0.14 -1.45  0.212
H4 -0.16 2.00 -1.12  0.201
H5 -1.37 2.00 0.19  0.194
H6 0.24 1.60 1.64  0.360
H7 1.76 -0.24 1.53  0.213
H8 1.80 -1.55 -0.61  0.195
H9 2.12 0.17 -0.91  0.200
H10 -0.07 -1.40 -1.81  0.359

As for the energy above the lowest of the compared OMol25 structures with the same formula, charge and spin: 105.62 kJ/mol. The HOMO energy comes out at -8.4 eV. The calculation puts the HOMO-LUMO gap at 9.47 eV. Its molecular weight is 110.2 Da. The LUMO energy is 0.038 hartree. Its structure (SMILES) is C1=C[C@H]2CN[C@@H]1CN2.


Asked for max |F| across the records above, the calculation gives 6.8; 5.0; 1.7; 1.1 eV/A in order.